Record 1
DFT (ωB97M-V/def2-TZVPD) results for C30H31AsBF4N2O3PPdS as an isolated structure.

```
75
Properties=species:S:1:pos:R:3:forces:R:3
B 3.68249 -1.92800 2.50172 0.0874 -0.0541 -0.1093
H 2.44302 -3.71707 -1.42539 -0.1019 -0.0216 0.0194
O 2.97627 -2.48346 -3.78318 -0.0406 0.0124 0.1092
H -0.03665 -2.32585 4.68939 0.0276 0.0184 -0.0339
O 0.57390 -2.93449 -3.65458 0.0660 -0.0367 0.0267
H 3.04950 -5.06546 -2.40603 0.0133 0.0279 -0.0081
H -5.55604 -0.78562 -0.11926 0.0047 -0.0030 0.0053
C 0.34666 2.52950 -3.51354 -0.0059 0.0399 -0.0203
F 4.12148 -3.14561 3.05293 -0.0135 0.0075 0.0116
Pd 2.02422 -1.24963 -1.51111 0.0104 0.4092 -0.1828
C 0.49588 3.38257 -4.60450 -0.0123 -0.0340 0.0354
C 2.72498 2.30888 -3.36334 -0.0502 0.0120 0.0113
H 2.21117 5.09613 0.99093 0.0011 0.0005 -0.0045
C -1.67799 0.21512 3.16507 -0.0784 0.0100 0.0438
H -5.62298 3.49297 -0.27560 0.0036 0.0036 0.0024
C -2.82414 0.23251 3.95954 0.0135 -0.0053 -0.0207
S 1.93370 -3.50173 -3.76501 -0.1072 -0.1463 -0.1067
H -2.09252 -2.30513 6.08166 0.0015 -0.0003 -0.0006
C 2.40990 4.03103 0.94192 -0.0010 -0.0046 0.0041
C -1.66505 -4.20373 0.36678 -0.0208 0.0577 0.0019
O 2.03186 -4.49544 -4.82478 0.0046 0.0349 0.0055
P 1.36867 0.80892 -1.45606 0.0750 0.0482 0.1815
C -0.67837 -0.71283 3.44323 0.0460 0.0635 -0.0524
H 3.58497 4.00983 2.74012 0.0023 -0.0068 0.0032
H -3.40333 3.55764 0.81075 -0.0036 -0.0011 -0.0061
H 0.38498 0.03208 0.85253 -0.0079 0.0086 -0.0143
H -0.25019 -2.84194 -2.14368 -0.0060 0.0323 -0.0096
H 1.27532 3.75673 -0.85401 0.0084 -0.0032 0.0011
C -3.84622 0.21122 0.69915 0.0196 -0.0050 0.0113
F 3.78665 -1.96571 1.09649 -0.0136 -0.0153 0.1262
H -0.22611 -3.35088 1.87575 0.0250 -0.0085 -0.0192
C -5.09149 0.17019 0.09139 -0.0006 -0.0013 -0.0011
H -1.03467 0.55219 -1.66813 -0.0158 0.0070 -0.0164
H -1.17322 -0.55771 0.35280 0.0254 -0.0068 0.0092
C 2.90980 1.30342 0.81486 -0.0364 -0.0053 -0.0087
H -6.70771 1.31834 -0.73978 -0.0010 -0.0030 -0.0019
H -3.61347 0.94750 3.75152 -0.0028 -0.0016 0.0039
H 3.10012 0.23594 0.76020 0.0266 -0.0047 0.0094
H -2.34343 -4.83511 0.91534 0.0011 -0.0022 -0.0003
C -0.39503 1.03456 -0.92666 -0.0307 -0.0792 0.0776
C -5.73722 1.35086 -0.25925 0.0190 0.0098 0.0109
C -5.12904 2.56894 0.00126 -0.0251 -0.0094 -0.0050
F 4.47791 -0.87062 3.00218 -0.0181 0.0319 0.0100
H -0.38287 3.78792 -5.09320 -0.0023 -0.0011 0.0010
C -2.97636 -0.67029 5.00170 0.0222 -0.0159 0.0038
C 2.20258 -4.40174 -2.24178 0.0968 -0.0978 0.0000
H 0.22915 -0.74552 2.85204 0.0456 -0.0741 0.0646
H -3.87753 -0.65181 5.60422 -0.0005 -0.0004 0.0009
H 3.87098 3.40378 -4.80024 -0.0014 -0.0062 0.0021
H 1.87787 4.37230 -5.91454 0.0021 0.0009 0.0003
H -0.67610 2.09452 -0.89336 0.0645 0.0218 0.0085
H -3.34578 -0.71445 0.96268 -0.0204 -0.0109 0.0022
C 1.45599 1.99021 -2.87067 0.0328 -0.1248 -0.0410
N 0.02310 -2.78232 -0.10926 0.0469 -0.1985 -0.1775
C 2.12777 1.90384 -0.16769 -0.0526 -0.0337 -0.0370
H -0.64966 2.28256 -3.16922 -0.0066 0.0186 -0.0127
C -3.88003 2.60364 0.61242 0.0098 0.0024 0.0244
H 3.59445 1.86330 -2.89290 0.0076 -0.0069 -0.0003
H -2.27730 -4.31599 -1.79091 0.0081 0.0087 -0.0139
C -0.82793 -1.61369 4.49021 0.0148 -0.0401 0.0388
C -0.57577 0.34710 0.43856 0.0437 0.0977 -0.0441
C -0.58420 -3.44821 0.86230 0.0272 0.1162 0.1070
As -1.41936 1.53834 1.74532 -0.0401 -0.0578 -0.0400
N -0.65305 -3.08953 -1.22363 0.0093 -0.0740 0.0024
C 3.18229 3.41902 1.92479 -0.0026 0.0043 -0.0047
C -1.97567 -1.59804 5.26883 -0.0293 0.0327 -0.0181
H 1.31574 -4.98399 -1.99835 -0.0073 0.0113 -0.0027
C -3.22465 1.42988 0.96866 -0.0182 0.0421 -0.0263
F 2.33582 -1.70325 2.86772 -0.1280 0.0286 0.0441
C 3.42969 2.05617 1.86365 -0.0215 -0.0238 0.0143
C -1.65953 -3.94779 -0.98879 -0.0363 -0.0219 0.0256
C 1.75959 3.70971 -5.06518 0.0323 -0.0035 0.0033
H 4.01155 1.55168 2.62415 0.0221 -0.0132 0.0009
C 1.88290 3.27567 -0.09366 0.0011 0.0165 0.0028
C 2.87771 3.16593 -4.43748 -0.0085 0.0273 -0.0272
```
Forces are in eV/Å.

The calculated total energy is -136733.597 eV. Its relative energy (zero: lowest compared OMol25 entry of this formula, charge and spin) is 0.00 kcal per mole. The total charge is -2.

Computed Löwdin charges, given in elementary charges: atom 1 (B): -1.258, atom 2 (H): 0.032, atom 3 (O): -0.405, atom 4 (H): 0.107, atom 5 (O): -0.426, atom 6 (H): 0.054, atom 7 (H): 0.098, atom 8 (C): -0.099, atom 9 (F): 0.077, atom 10 (Pd): 0.243, atom 11 (C): -0.109, atom 12 (C): -0.098, atom 13 (H): 0.087, atom 14 (C): -0.410, atom 15 (H): 0.091, atom 16 (C): -0.138, atom 17 (S): 0.347, atom 18 (H): 0.090, atom 19 (C): -0.114, atom 20 (C): -0.100, atom 21 (O): -0.390, atom 22 (P): 0.886, atom 23 (C): -0.102, atom 24 (H): 0.088, atom 25 (H): 0.083, atom 26 (H): 0.030, atom 27 (H): 0.072, atom 28 (H): 0.099, atom 29 (C): -0.105, atom 30 (F): 0.067, atom 31 (H): 0.093, atom 32 (C): -0.091, atom 33 (H): 0.075, atom 34 (H): 0.043, atom 35 (C): -0.082, atom 36 (H): 0.090, atom 37 (H): 0.092, atom 38 (H): 0.074, atom 39 (H): 0.072, atom 40 (C): -0.419, atom 41 (C): -0.113, atom 42 (C): -0.112, atom 43 (F): 0.071, atom 44 (H): 0.090, atom 45 (C): -0.114, atom 46 (C): -0.172, atom 47 (H): 0.082, atom 48 (H): 0.088, atom 49 (H): 0.093, atom 50 (H): 0.086, atom 51 (H): 0.050, atom 52 (H): 0.104, atom 53 (C): -0.354, atom 54 (N): 0.025, atom 55 (C): -0.350, atom 56 (H): 0.087, atom 57 (C): -0.137, atom 58 (H): 0.106, atom 59 (H): 0.104, atom 60 (C): -0.081, atom 61 (C): -0.459, atom 62 (C): -0.171, atom 63 (As): 1.295, atom 64 (N): -0.023, atom 65 (C): -0.110, atom 66 (C): -0.111, atom 67 (H): 0.051, atom 68 (C): -0.410, atom 69 (F): 0.076, atom 70 (C): -0.067, atom 71 (C): -0.133, atom 72 (C): -0.122, atom 73 (H): 0.096, atom 74 (C): -0.108, atom 75 (C): -0.101


Record 2
DFT (ωB97M-V/def2-TZVPD) results for a 3-piece molecular cluster, C30H31BBrIN5O2S2 overall in a non-equilibrium geometry.

```
73
Properties=species:S:1:pos:R:3:forces:R:3
C 0.04092 1.96405 -3.53717 0.0080 0.2069 0.1130
N -1.30226 2.48351 -0.08731 0.6197 -1.2421 -0.0056
C -1.70222 -4.09382 -4.85943 -0.1638 0.1230 -0.0058
H -1.70813 1.29040 -2.52248 -0.1642 -0.0794 0.0770
C 1.14760 1.52151 2.58021 0.0651 0.0110 0.2067
H 6.52994 1.11094 1.75695 0.0067 -0.0090 0.0120
H -5.05540 -0.53314 -2.00245 0.1696 0.1054 0.0661
C 4.75274 -0.00876 1.31715 0.0106 -0.0109 0.0312
C 0.57352 2.13367 3.68617 -0.0888 0.1902 -0.2951
H -2.07207 3.56329 2.14697 -0.1625 0.1141 -0.1077
H -2.73750 -1.23284 -1.96690 -0.0619 0.2035 -0.0944
H -0.22075 1.45757 -4.44788 -0.1196 -0.1618 -0.2572
B -3.85971 -1.04715 -4.31827 -0.3870 -0.0619 0.0352
C -1.16814 2.99040 2.26933 -0.0386 0.0242 0.1825
H -1.04128 3.36141 4.36604 -0.0577 0.1147 0.1457
H -5.43209 -2.26914 -2.19689 0.1051 -0.1717 0.0593
I -0.41024 -5.21109 -2.33722 -0.0134 -0.0855 0.0815
C -2.31908 -2.21720 -1.80267 -0.0282 -0.3418 0.0270
C 2.42828 -0.58412 6.01974 0.0101 0.0131 -0.0069
S -2.42856 -0.05674 0.22310 -0.0641 -0.0298 0.2853
H 4.79478 -0.60670 2.22086 0.0232 0.0150 0.0147
H -6.62586 -1.03773 -2.58097 -0.2111 0.0036 -0.0793
C -5.57218 -1.27354 -2.60610 -0.3017 -0.1953 -0.1474
H -0.18728 -0.82428 0.52440 0.1413 -0.0673 0.1815
H 0.95105 3.78479 -0.29591 0.0023 0.1090 0.1744
C 2.57860 -1.61795 6.93127 -0.0215 -0.0155 0.0005
O -5.15212 -1.22118 -3.98519 0.1754 0.3786 0.6542
C 0.38369 -1.33265 5.36779 -0.0542 0.0244 -0.0541
C 1.19986 2.71911 -3.48287 -0.2196 -0.2377 -0.0729
C 0.68472 3.27178 -1.20312 0.1946 0.1425 -0.0343
C 0.56402 1.62387 1.33524 0.0057 0.0290 -0.0381
N -2.20876 -2.82688 -3.14105 0.0320 0.2970 0.2094
N 1.35577 -0.43310 5.24514 0.1362 -0.1169 0.0905
S -3.92239 2.29026 -0.41235 -0.2677 0.1250 -0.1279
N 3.73035 -0.25879 0.50200 -0.0565 -0.0055 0.0179
C -2.85220 -2.31016 -4.18662 0.1805 -0.0376 -0.5985
H 2.41714 3.95022 -2.24512 0.1213 0.1843 0.0933
H -2.86824 -2.91973 -6.17863 -0.0029 -0.0213 -0.1093
C -0.80224 1.87219 -2.43742 -0.0214 -0.0453 -0.1808
Br -1.09076 -5.33668 -6.05696 0.1372 -0.2467 -0.1759
H -0.39053 -3.09948 6.30965 -0.0136 0.0007 -0.0035
N -2.53815 -3.07370 -5.23946 -0.0514 0.0138 0.0086
C 1.51313 3.36832 -2.30337 0.0096 -0.0434 0.0206
H 1.83190 2.80106 -4.34942 0.1616 0.0135 -0.1370
C 3.65593 0.45892 -0.61560 -0.1761 -0.0327 -0.0712
C -0.58060 2.87804 3.52113 -0.0136 -0.1188 -0.0020
H -3.06968 -2.78426 -1.26449 -0.1399 -0.0831 0.1664
H -0.47873 -1.18443 4.72511 -0.0154 -0.0137 0.0208
C -1.02938 -2.10542 -0.98324 -0.1238 0.2133 -0.2367
H -0.16866 -2.28024 -1.62025 0.1837 0.0168 -0.1154
C -0.84149 -0.72202 -0.33112 0.2528 -0.3722 0.2042
H 1.63307 -3.36594 7.74943 0.0000 -0.0052 0.0076
C 5.72185 0.94934 1.05749 -0.0144 0.0048 -0.0171
H 2.80949 0.23501 -1.25972 0.0377 0.0630 -0.0604
C -0.60104 2.35938 1.17985 -0.3223 0.1982 0.0305
H 4.44947 1.99029 -1.89318 -0.0111 -0.0139 -0.0123
O -3.38243 0.07588 -4.89802 0.9530 -0.1753 0.3997
C 1.55618 -2.54582 7.04793 0.0045 -0.0038 0.0042
C 5.62693 1.68762 -0.11145 -0.0057 0.0085 0.0069
C 0.43259 -2.40108 6.25011 0.0225 -0.0013 0.0012
H -3.46634 0.87784 -4.36703 -0.4855 0.2441 -0.4461
C 4.56813 1.43899 -0.97064 0.0489 0.0084 0.0533
H -0.34015 -0.06030 -1.02238 -0.1656 0.2780 -0.1666
H -1.01082 -2.88836 -0.23617 -0.0336 -0.0730 0.1971
H 2.05334 0.95282 2.70198 0.1347 -0.1729 -0.0226
H 1.02910 2.01839 4.65091 0.0511 -0.0045 0.1934
H 3.20547 0.16448 5.90415 0.0180 -0.0165 0.0214
H 3.47300 -1.69040 7.53403 0.0100 0.0115 0.0034
C -2.46180 1.65878 -0.13343 -0.0823 0.5458 -0.2369
H 6.36379 2.44382 -0.34759 0.0101 0.0041 0.0008
H 1.02372 1.14511 0.49014 0.1776 -0.0713 -0.1854
C -1.49899 -3.95457 -3.52688 0.1183 -0.0771 -0.0194
C -0.48180 2.51633 -1.24989 -0.1780 0.4230 0.0250
```
Forces are in eV/Å.

The calculated total energy is -143643.405 eV. The total charge is +1.

Computed Löwdin charges, given in elementary charges: atom 1 (C): -0.077, atom 2 (N): -0.073, atom 3 (C): -0.800, atom 4 (H): 0.084, atom 5 (C): -0.060, atom 6 (H): 0.104, atom 7 (H): 0.075, atom 8 (C): -0.157, atom 9 (C): -0.080, atom 10 (H): 0.118, atom 11 (H): 0.069, atom 12 (H): 0.099, atom 13 (B): -0.585, atom 14 (C): -0.012, atom 15 (H): 0.107, atom 16 (H): 0.095, atom 17 (I): 1.087, atom 18 (C): -0.153, atom 19 (C): -0.147, atom 20 (S): 0.947, atom 21 (H): 0.104, atom 22 (H): 0.102, atom 23 (C): -0.012, atom 24 (H): 0.076, atom 25 (H): 0.126, atom 26 (C): -0.067, atom 27 (O): 0.077, atom 28 (C): -0.148, atom 29 (C): -0.089, atom 30 (C): -0.013, atom 31 (C): -0.050, atom 32 (N): -0.016, atom 33 (N): 0.052, atom 34 (S): 0.725, atom 35 (N): 0.052, atom 36 (C): -0.041, atom 37 (H): 0.108, atom 38 (H): 0.178, atom 39 (C): -0.056, atom 40 (Br): 0.872, atom 41 (H): 0.102, atom 42 (N): 0.135, atom 43 (C): -0.074, atom 44 (H): 0.103, atom 45 (C): -0.173, atom 46 (C): -0.057, atom 47 (H): 0.136, atom 48 (H): 0.104, atom 49 (C): -0.246, atom 50 (H): 0.087, atom 51 (C): -0.423, atom 52 (H): 0.108, atom 53 (C): -0.064, atom 54 (H): 0.096, atom 55 (C): -0.258, atom 56 (H): 0.097, atom 57 (O): 0.222, atom 58 (C): -0.074, atom 59 (C): -0.069, atom 60 (C): -0.070, atom 61 (H): 0.131, atom 62 (C): -0.070, atom 63 (H): 0.065, atom 64 (H): 0.089, atom 65 (H): 0.091, atom 66 (H): 0.087, atom 67 (H): 0.106, atom 68 (H): 0.104, atom 69 (C): -1.130, atom 70 (H): 0.109, atom 71 (H): 0.089, atom 72 (C): -0.734, atom 73 (C): -0.236